1.
Density functional theory data (ωB97M-V/def2-TZVPD) for an isolated molecule of C4H8O2.

Computed properties:
Energy above the lowest of the compared OMol25 structures with the same formula, charge and spin in kJ/mol: 192.1
E in eV: -8371.291
LUMO energy in eV: 1.04
Gap between HOMO and LUMO in eV: 11.3
HOMO level in eV: -10.2178

XYZ file:
```
14
C4H8O2 (ωB97M-V/def2-TZVPD)
C 1.75 0.50 -0.01
C 0.88 -0.63 0.47
O -0.10 -0.27 1.44
C -0.55 -0.80 0.20
C -1.33 0.10 -0.72
O -2.48 0.63 -0.09
H 1.18 1.44 -0.03
H 2.17 0.32 -1.00
H 2.58 0.65 0.69
H 1.41 -1.57 0.68
H -0.97 -1.80 0.32
H -1.68 -0.50 -1.56
H -0.69 0.89 -1.13
H -2.17 1.05 0.72
```

---

2.
Density functional theory data (ωB97M-V/def2-TZVPD) for a cluster of 2 separate species, C4H12Si2 in total in a non-equilibrium geometry.

Computed properties:
Energy above the lowest of the compared OMol25 structures with the same formula, charge and spin in kJ/mol: 489.3
E in eV: -20091.758
LUMO energy (spin up / spin down) in eV: 0.59 / 0.30
Gap between HOMO and LUMO (spin up / spin down) in eV: 8.2 / 8.2
HOMO level (spin up / spin down) in eV: -7.5702 / -7.8678

XYZ file:
```
18
C4H12Si2 (ωB97M-V/def2-TZVPD)
C 1.04 0.57 -0.19
C 0.40 -0.51 -0.01
C -2.00 1.50 0.05
C -2.07 0.06 -0.41
Si 2.90 0.62 -0.10
Si 0.20 -2.30 0.40
H 0.50 1.48 -0.50
H -2.94 1.86 0.00
H -1.67 1.35 1.13
H -1.23 2.11 -0.54
H -1.95 -0.08 -1.51
H -2.69 -0.57 0.30
H 3.42 -0.28 -1.10
H 3.69 0.29 1.14
H 3.43 2.00 -0.57
H 1.48 -2.96 0.66
H -0.53 -2.71 -0.83
H -0.60 -1.80 1.53
```

---

3.
Density functional theory data (ωB97M-V/def2-TZVPD) for a structure of composition C20H20F3MnN3O8PS3 in a non-equilibrium geometry.

Computed properties:
Total charge: -1
E in eV: -123186.093
LUMO energy (spin up / spin down) in eV: -0.23 / -0.32
Gap between HOMO and LUMO (spin up / spin down) in eV: 5.6 / 5.5
HOMO level (spin up / spin down) in eV: -5.8765 / -5.8108
Multiplicity: 2

XYZ file:
```
59
C20H20F3MnN3O8PS3 (ωB97M-V/def2-TZVPD)
Mn 0.00 0.53 1.30
S 0.32 0.21 3.57
C 1.97 0.44 3.20
S 2.17 0.62 1.47
C 3.03 0.47 4.07
C 4.37 0.66 3.60
N 5.45 0.82 3.23
C 2.83 0.30 5.47
N 2.66 0.16 6.60
F 0.65 4.63 2.85
C -0.22 4.76 1.85
F 0.39 5.48 0.88
F -1.25 5.50 2.30
C -0.72 3.41 1.25
O -1.62 3.47 0.44
O -0.07 2.41 1.69
O -1.09 -3.25 2.44
C -0.45 -4.08 1.59
C -0.73 -5.45 1.60
C -0.06 -6.32 0.75
C 0.90 -5.83 -0.12
C 1.17 -4.48 -0.13
C 0.51 -3.58 0.70
C 0.88 -2.12 0.58
O 1.94 -1.79 0.08
O -0.01 -1.32 1.06
H -1.68 -3.76 3.00
H -1.47 -5.83 2.30
H -0.29 -7.37 0.78
H 1.43 -6.50 -0.79
H 1.93 -4.07 -0.79
C -0.72 -1.31 -3.35
C 0.63 -1.05 -2.73
O 0.82 0.29 -2.24
P 0.00 1.04 -1.09
O -1.37 1.20 -1.89
C -2.74 1.26 -1.43
C -3.53 2.00 -2.49
O 0.74 2.44 -1.11
C 0.79 3.33 -2.24
C 2.10 3.20 -2.98
H -0.70 -2.30 -3.81
H -0.96 -0.57 -4.11
H -1.52 -1.31 -2.61
H 1.42 -1.16 -3.48
H 0.85 -1.74 -1.92
H -2.78 1.79 -0.48
H -3.10 0.24 -1.29
H -3.27 3.05 -2.50
H -4.60 1.90 -2.27
H -3.34 1.58 -3.48
H 0.67 4.33 -1.82
H -0.07 3.12 -2.89
H 2.93 3.28 -2.28
H 2.19 4.01 -3.70
H 2.18 2.25 -3.50
S -4.63 0.23 1.79
C -3.04 0.33 1.61
N -1.88 0.42 1.44
```

---

4.
Density functional theory data (ωB97M-V/def2-TZVPD) for a structure of composition C62H44FGeN3OP3ReS2 in a non-equilibrium geometry.

Computed properties:
Energy above the lowest of the compared OMol25 structures with the same formula, charge and spin in kJ/mol: 0.0
Total charge: +3
E in eV: -182395.168
LUMO energy (spin up / spin down) in eV: -9.59 / -11.55
Gap between HOMO and LUMO (spin up / spin down) in eV: 5.6 / 3.8
HOMO level (spin up / spin down) in eV: -15.1687 / -15.3360
Multiplicity: 4

XYZ file:
```
118
C62H44FGeN3OP3ReS2 (ωB97M-V/def2-TZVPD)
Re 3.69 -20.28 -8.26
F 7.17 -21.34 -7.34
Ge 6.55 -21.77 -9.03
C 5.82 -21.70 -10.98
C 6.29 -22.71 -11.83
C 6.36 -22.58 -13.22
C 5.69 -21.48 -13.79
C 4.98 -20.56 -12.98
C 5.04 -20.71 -11.58
P 3.65 -19.85 -10.75
C 3.55 -18.18 -11.41
C 2.47 -17.39 -11.04
C 2.20 -16.12 -11.53
C 3.17 -15.50 -12.31
C 4.37 -16.14 -12.54
C 4.53 -17.53 -12.21
C 2.22 -20.57 -11.70
C 2.14 -21.93 -11.33
C 1.00 -22.69 -11.63
C 0.01 -22.13 -12.51
C 0.13 -20.74 -12.88
C 1.28 -20.03 -12.54
C 8.45 -21.74 -9.60
C 9.08 -22.71 -10.38
C 10.39 -22.57 -10.75
C 11.11 -21.47 -10.43
C 10.56 -20.44 -9.67
C 9.23 -20.57 -9.26
P 8.52 -19.27 -8.28
C 9.48 -18.77 -6.82
C 9.14 -19.38 -5.61
C 9.88 -18.97 -4.44
C 10.97 -18.13 -4.51
C 11.28 -17.52 -5.71
C 10.61 -17.93 -6.88
C 8.55 -17.82 -9.39
C 8.65 -17.91 -10.77
C 8.83 -16.79 -11.53
C 9.02 -15.53 -10.89
C 8.71 -15.44 -9.58
C 8.53 -16.58 -8.78
C 5.96 -23.56 -8.36
C 7.03 -24.39 -8.12
C 6.92 -25.74 -8.37
C 5.67 -26.29 -8.50
C 4.55 -25.49 -8.46
C 4.68 -24.11 -8.20
P 3.24 -23.42 -7.31
C 3.78 -23.40 -5.53
C 2.83 -23.60 -4.47
C 3.28 -23.66 -3.19
C 4.61 -23.65 -2.87
C 5.56 -23.45 -3.81
C 5.16 -23.33 -5.16
C 1.83 -24.42 -7.47
C 2.04 -25.76 -6.98
C 1.09 -26.82 -7.37
C 0.23 -26.54 -8.41
C -0.10 -25.18 -8.74
C 0.66 -24.13 -8.23
H 6.66 -23.65 -11.37
H 7.00 -23.19 -13.89
H 5.84 -21.23 -14.83
H 4.34 -19.76 -13.36
H 1.70 -17.89 -10.40
H 1.26 -15.65 -11.34
H 2.94 -14.51 -12.66
H 5.17 -15.73 -13.19
H 5.55 -17.96 -12.21
H 3.05 -22.32 -10.85
H 0.94 -23.69 -11.19
H -0.78 -22.74 -13.04
H -0.63 -20.21 -13.37
H 1.48 -19.07 -12.99
H 8.37 -23.41 -10.75
H 10.81 -23.34 -11.37
H 12.15 -21.49 -10.67
H 11.31 -19.69 -9.28
H 8.30 -20.13 -5.59
H 9.50 -19.39 -3.48
H 11.50 -17.83 -3.60
H 11.98 -16.71 -5.77
H 10.97 -17.48 -7.85
H 8.55 -18.89 -11.29
H 9.11 -16.82 -12.64
H 9.42 -14.71 -11.47
H 8.68 -14.52 -9.08
H 8.47 -16.51 -7.67
H 8.04 -23.93 -8.02
H 7.82 -26.33 -8.49
H 5.64 -27.39 -8.69
H 3.59 -25.83 -8.73
H 1.74 -23.73 -4.67
H 2.49 -23.63 -2.40
H 4.92 -23.90 -1.87
H 6.58 -23.19 -3.49
H 5.88 -23.25 -5.95
H 2.87 -25.96 -6.27
H 1.33 -27.80 -6.93
H -0.25 -27.40 -8.84
H -0.91 -24.92 -9.41
H 0.35 -23.10 -8.50
S 4.33 -18.74 -6.48
C 2.96 -17.68 -6.34
C 3.12 -16.51 -5.55
C 2.07 -15.68 -5.26
C 2.17 -14.76 -4.19
N 2.27 -13.96 -3.30
C 0.81 -15.97 -5.80
C 0.73 -16.95 -6.84
C 1.80 -17.86 -7.03
S 1.55 -19.29 -8.03
C -0.34 -15.21 -5.46
N -1.24 -14.65 -5.00
H 4.15 -16.27 -5.14
H -0.23 -16.95 -7.36
O 5.52 -20.27 -8.72
N 3.19 -21.83 -7.65
```

---

5.
Density functional theory data (ωB97M-V/def2-TZVPD) for an isolated molecule of C4H10N.

Computed properties:
Energy above the lowest of the compared OMol25 structures with the same formula, charge and spin in kJ/mol: 160.1
E in eV: -5796.414
LUMO energy (spin up / spin down) in eV: 1.04 / 0.79
Gap between HOMO and LUMO (spin up / spin down) in eV: 4.8 / 11.0
HOMO level (spin up / spin down) in eV: -3.7579 / -10.1648
Multiplicity: 2

XYZ file:
```
15
C4H10N (ωB97M-V/def2-TZVPD)
C 0.18 0.83 0.91
C 0.79 0.27 -0.36
C 0.09 -0.89 -0.98
C 0.62 -2.10 -1.13
N -1.27 1.14 0.84
H 0.35 0.15 1.74
H 0.67 1.75 1.21
H 0.98 1.09 -1.07
H 1.83 0.04 -0.12
H -0.96 -0.76 -1.21
H 0.03 -2.87 -1.63
H 1.62 -2.34 -0.78
H -1.52 1.75 0.03
H -1.83 0.25 0.86
H -1.58 1.69 1.69
```

---

6.
Density functional theory data (ωB97M-V/def2-TZVPD) for a cluster of 13 separate species, C45H122N6O13 in total in a non-equilibrium geometry.

Computed properties:
Energy above the lowest of the compared OMol25 structures with the same formula, charge and spin in kJ/mol: 256.4
E in eV: -84196.494
LUMO energy in eV: 0.36
Gap between HOMO and LUMO in eV: 8.9
HOMO level in eV: -8.5699

XYZ file:
```
186
C45H122N6O13 (ωB97M-V/def2-TZVPD)
C -3.56 1.37 -3.45
C -2.33 2.32 -3.31
C -2.31 3.41 -4.41
O -2.22 2.84 -5.74
C -1.99 3.86 -6.75
N -2.43 2.87 -1.95
H -3.58 0.99 -4.47
H -4.43 1.89 -3.06
H -3.46 0.52 -2.76
H -1.36 1.82 -3.24
H -1.51 4.11 -4.19
H -3.21 4.02 -4.30
H -1.63 3.38 -7.66
H -1.15 4.46 -6.41
H -2.88 4.43 -7.00
H -2.32 2.07 -1.33
H -1.55 3.35 -1.80
C 0.06 -0.83 -5.11
C 0.69 0.08 -6.10
C -0.03 0.34 -7.40
O 0.67 1.41 -8.11
C 0.08 1.56 -9.38
N 0.96 1.34 -5.46
H -0.77 -0.39 -4.54
H 0.79 -1.14 -4.37
H -0.44 -1.67 -5.59
H 1.60 -0.38 -6.48
H -1.02 0.72 -7.17
H -0.02 -0.51 -8.08
H -1.01 1.56 -9.36
H 0.40 0.75 -10.03
H 0.38 2.49 -9.86
H 1.25 1.88 -6.26
H 0.06 1.73 -5.23
C -2.36 -4.18 -2.90
C -3.59 -4.60 -2.03
C -3.85 -6.13 -2.07
O -5.19 -6.39 -1.60
C -5.37 -7.79 -1.33
N -3.55 -4.06 -0.66
H -2.55 -4.38 -3.96
H -1.42 -4.67 -2.66
H -2.23 -3.10 -2.88
H -4.42 -4.12 -2.56
H -3.15 -6.62 -1.39
H -3.68 -6.56 -3.05
H -4.74 -8.23 -0.55
H -5.21 -8.32 -2.28
H -6.40 -7.99 -1.06
H -4.34 -4.39 -0.12
H -2.73 -4.46 -0.22
C -3.03 5.70 5.74
C -1.97 5.30 4.72
C -2.52 4.54 3.54
O -1.54 4.38 2.50
C -1.97 3.40 1.49
N -1.23 6.50 4.31
H -2.53 6.23 6.55
H -3.51 4.86 6.24
H -3.77 6.40 5.34
H -1.20 4.68 5.17
H -3.36 5.07 3.09
H -2.97 3.61 3.89
H -2.07 2.43 1.97
H -1.20 3.32 0.72
H -2.85 3.67 0.91
H -0.46 6.20 3.73
H -1.80 6.99 3.64
C 3.67 -1.81 0.77
C 3.31 -2.86 1.82
C 4.43 -3.54 2.68
O 3.97 -4.53 3.56
C 3.80 -5.86 2.95
N 2.37 -2.28 2.77
H 4.20 -2.26 -0.07
H 4.30 -1.11 1.31
H 2.80 -1.25 0.42
H 2.78 -3.68 1.35
H 4.85 -2.79 3.34
H 5.23 -3.94 2.05
H 3.15 -6.47 3.58
H 4.75 -6.38 2.80
H 3.27 -5.81 2.00
H 2.23 -2.95 3.51
H 2.95 -1.63 3.28
C 4.38 -0.07 5.58
C 5.36 0.17 4.38
C 4.79 0.93 3.21
O 5.67 0.96 2.11
C 5.14 1.76 1.06
N 6.57 0.88 4.85
H 3.43 -0.53 5.28
H 4.12 0.91 5.98
H 4.80 -0.59 6.44
H 5.67 -0.81 4.01
H 4.55 1.92 3.59
H 3.84 0.50 2.88
H 4.12 1.52 0.75
H 5.82 1.70 0.22
H 5.15 2.80 1.37
H 7.10 1.26 4.08
H 6.15 1.70 5.27
C 1.90 4.73 -0.67
C 0.89 4.94 -1.88
C 1.32 4.04 -3.08
O -0.41 4.60 -1.49
H 2.07 3.76 -0.22
H 1.51 5.19 0.23
H 2.79 5.31 -0.92
H 1.02 5.97 -2.19
H 0.86 4.40 -4.00
H 0.96 3.02 -2.99
H 2.41 4.03 -3.13
H -0.64 5.22 -0.79
C -5.05 -1.81 1.46
C -5.02 -0.78 0.34
C -4.63 0.62 0.73
O -4.13 -1.18 -0.66
H -4.00 -2.10 1.54
H -5.58 -2.71 1.15
H -5.45 -1.36 2.37
H -6.06 -0.84 0.03
H -4.48 1.26 -0.14
H -3.64 0.57 1.17
H -5.36 1.18 1.32
H -3.99 -2.12 -0.56
C -2.99 -3.15 4.23
C -1.64 -2.63 4.77
C -1.06 -1.50 3.88
O -1.83 -2.10 6.08
H -3.71 -2.35 4.03
H -3.50 -3.88 4.86
H -2.86 -3.68 3.29
H -0.88 -3.41 4.76
H -0.67 -1.80 2.90
H -0.27 -1.04 4.48
H -1.77 -0.70 3.70
H -2.42 -1.35 5.96
C 5.14 -0.51 -3.18
C 3.69 -0.14 -3.41
C 3.32 1.11 -2.66
O 3.38 -0.05 -4.73
H 5.17 -0.93 -2.18
H 5.76 0.37 -3.35
H 5.46 -1.30 -3.87
H 3.05 -0.94 -3.07
H 2.23 1.18 -2.63
H 3.62 2.07 -3.08
H 3.78 1.17 -1.67
H 2.53 0.40 -4.80
C -0.22 -0.77 -1.51
C -0.41 -0.18 -0.07
C 0.69 0.77 0.45
O -1.61 0.51 -0.27
H -1.04 -1.42 -1.81
H 0.66 -1.40 -1.60
H -0.21 0.14 -2.12
H -0.56 -1.03 0.59
H 0.30 1.19 1.38
H 0.94 1.52 -0.30
H 1.67 0.32 0.63
H -2.22 -0.21 -0.44
C 1.81 3.33 3.01
C 1.26 3.21 4.42
C 0.17 2.14 4.57
O 2.38 2.82 5.24
H 1.06 3.85 2.42
H 2.06 2.40 2.48
H 2.74 3.88 2.87
H 0.98 4.21 4.74
H -0.67 2.25 3.89
H -0.18 2.13 5.60
H 0.57 1.14 4.38
H 2.94 3.59 5.32
C 0.21 -4.97 2.32
C -0.67 -4.42 1.13
C 0.16 -3.80 0.08
O -1.53 -5.43 0.56
H -0.26 -5.79 2.86
H 0.56 -4.20 3.01
H 1.09 -5.37 1.83
H -1.40 -3.65 1.40
H 0.72 -4.61 -0.39
H 0.91 -3.13 0.50
H -0.39 -3.37 -0.75
H -0.99 -6.22 0.60
```

---

7.
Density functional theory data (ωB97M-V/def2-TZVPD) for a structure of composition C10H6AlNO5 in a non-equilibrium geometry.

Computed properties:
Energy above the lowest of the compared OMol25 structures with the same formula, charge and spin in kJ/mol: 444.1
Total charge: +2
E in eV: -28768.231
LUMO energy in eV: -11.55
Gap between HOMO and LUMO in eV: 5.6
HOMO level in eV: -17.1251

XYZ file:
```
23
C10H6AlNO5 (ωB97M-V/def2-TZVPD)
O 1.66 -4.82 -1.24
C 1.19 -3.79 -1.34
Al -1.41 0.13 -0.33
C -0.79 1.25 -2.04
O -0.04 2.22 -2.01
C -2.45 -0.39 -2.50
O -3.40 -0.93 -2.90
C -3.68 0.19 -0.20
O -4.60 0.49 0.44
C -1.41 0.45 -3.21
O -1.39 0.64 -4.39
H -0.87 -1.38 -0.11
C 2.49 0.82 2.51
C 2.04 -0.51 2.38
C 0.99 -0.82 1.53
N 0.32 0.19 0.88
C 0.77 1.45 0.93
C 1.81 1.79 1.78
H 3.32 1.08 3.18
H 2.48 -1.27 3.01
H 0.63 -1.84 1.40
H 0.26 2.20 0.33
H 2.06 2.84 1.88
```